No. 1
2 unconnected molecules or ions with the total composition C16H14BO3 in a non-equilibrium geometry, computed with ωB97M-V/def2-TZVPD.

**Total charge**: -1
**HOMO**: -4.736 eV
**Molar mass**: 265.097 g mol⁻¹
**LUMO level**: 0.760 eV

Last column: Mulliken charge in e.
Element x y z (Å)
1 B 5.4796 2.2529 -1.9195  0.0004
2 C 4.0260 1.4202 -1.8582  -0.4308
3 C 2.8609 2.6192 -1.8824  0.1159
4 O 2.3312 3.0263 -3.0688  -0.6127
5 H 5.2760 3.2985 -1.3727  -0.1694
6 H 5.7647 2.3675 -3.0534  -0.1863
7 H 6.2724 1.6866 -1.2625  -0.1924
8 H 3.9802 0.7834 -0.8701  0.0858
9 H 3.9111 0.7040 -2.8041  0.1320
10 H 2.5503 3.1174 -0.8677  0.2681
11 C -2.6395 -2.2126 4.1994  -0.4210
12 C -1.4042 -2.8253 3.9901  -0.4454
13 C -0.6894 -2.5732 2.8181  -0.5220
14 C -1.2171 -1.7147 1.8460  0.2101
15 C -2.4633 -1.1215 2.0443  0.1536
16 C -3.1712 -1.3619 3.2292  -0.5459
17 C -3.0521 -0.2536 1.0041  0.5858
18 O -4.1451 0.2707 1.1791  -0.6913
19 C -2.3090 -0.0338 -0.2527  0.2604
20 C -2.8811 0.7399 -1.2710  -0.5580
21 C -2.1795 0.9637 -2.4576  -0.4598
22 C -0.9042 0.4251 -2.6266  -0.4820
23 C -0.3342 -0.3507 -1.6161  -0.6756
24 C -1.0425 -0.5885 -0.4307  0.3177
25 C -0.4458 -1.4398 0.6174  0.5536
26 O 0.6730 -1.9174 0.4678  -0.6664
27 H -3.1925 -2.4019 5.1168  0.3824
28 H -0.9957 -3.4983 4.7407  0.3791
29 H 0.2768 -3.0509 2.6639  0.4541
30 H -4.1385 -0.8916 3.3969  0.4403
31 H -3.8750 1.1667 -1.1458  0.4349
32 H -2.6277 1.5604 -3.2491  0.3858
33 H -0.3545 0.6053 -3.5478  0.4064
34 H 0.6598 -0.7720 -1.7571  0.4925

***

No. 2
C18H17N3O4 in the gas phase in a non-equilibrium geometry, computed with ωB97M-V/def2-TZVPD.

**Total charge**: 0
**HOMO**: -8.452 eV
**Energy relative to the best compared isomer or geometry (same formula, charge and spin)**: 25.8 kcal/mol
**Molar mass**: 339.351 g mol⁻¹
**LUMO level**: 0.023 eV

Last column: Mulliken charge in e.
Element x y z (Å)
1 C -3.3910 -3.0804 -0.1936  -1.0196
2 H -4.3716 -3.1555 -0.6746  0.3824
3 O -2.8166 -1.8090 -0.3813  -0.3680
4 C -3.4243 -0.7212 0.1704  0.5517
5 C -4.6378 -0.7781 0.8474  -0.6119
6 C -5.1858 0.3596 1.4132  -0.6017
7 C -4.5273 1.5725 1.3234  -0.8457
8 C -3.3220 1.6399 0.6529  -0.3799
9 C -2.7582 0.5140 0.0601  0.6215
10 C -1.4746 0.6562 -0.6365  0.5967
11 N -0.6667 1.5690 -0.1698  -0.9800
12 N 0.5034 1.7817 -0.7323  0.8975
13 C 0.9958 1.1012 -1.8337  0.5814
14 O 2.1179 1.3476 -2.2712  -0.8164
15 C 0.0798 0.1334 -2.3775  -0.8189
16 C -1.1198 -0.0965 -1.7926  -0.3338
17 H -1.8105 -0.8171 -2.1968  0.4320
18 H 0.4023 -0.3930 -3.2627  0.4817
19 C 1.3070 2.8121 -0.1033  -1.0557
20 H 1.7999 3.3977 -0.8831  0.4159
21 H 0.6373 3.4297 0.4952  0.3553
22 C 2.3700 2.1945 0.8312  0.7849
23 O 2.2765 2.2440 2.0363  -0.6498
24 N 3.3910 1.6428 0.1548  -0.1283
25 H 3.3058 1.5668 -0.8575  0.3357
26 C 4.4030 0.8421 0.8052  -0.8989
27 C 4.1842 -0.6180 0.5516  0.1721
28 C 3.7030 -1.2778 -0.5414  0.0560
29 C 3.7048 -2.6537 -0.2018  -0.7382
30 C 4.1874 -2.7241 1.0666  -0.3772
31 O 4.4775 -1.4966 1.5317  -0.3550
32 H 4.3668 -3.5518 1.7234  0.4772
33 H 3.3914 -3.4697 -0.8201  0.4058
34 H 3.3890 -0.8444 -1.4690  0.5587
35 H 4.3476 1.0337 1.8804  0.3714
36 H 5.3897 1.1503 0.4382  0.2572
37 H -2.7890 2.5737 0.5715  0.4464
38 H -4.9500 2.4580 1.7717  0.3792
39 H -6.1310 0.2888 1.9303  0.3805
40 H -5.1659 -1.7136 0.9417  0.3991
41 H -3.4839 -3.3272 0.8681  0.3921
42 H -2.7051 -3.7818 -0.6665  0.2466

***

No. 3
2 unconnected molecules or ions with the total composition C12H17N in a non-equilibrium geometry, computed with ωB97M-V/def2-TZVPD.

**Total charge**: 0
**HOMO**: -7.895 eV
**Energy relative to the best compared isomer or geometry (same formula, charge and spin)**: 24.3 kcal/mol
**Molar mass**: 175.275 g mol⁻¹
**LUMO level**: 0.885 eV

Last column: Mulliken charge in e.
Element x y z (Å)
1 C 3.1903 -0.7925 0.6211  -1.2868
2 C 0.2901 0.3857 -1.4240  -0.0853
3 C 0.9893 -0.6717 -0.7641  0.9086
4 C 2.0610 -0.0306 0.0108  0.3685
5 C 1.9453 1.2966 -0.2131  -0.7359
6 C -0.8212 0.1985 -2.2368  -0.7512
7 C -1.0585 -1.1358 -2.5914  -0.4113
8 C -0.4190 -2.1931 -1.9965  -0.6571
9 C 0.6090 -1.9736 -1.0625  -0.3328
10 N 0.8265 1.5782 -0.9986  -0.0850
11 H -1.5187 1.0014 -2.4158  0.3746
12 H -1.9087 -1.3404 -3.2352  0.3489
13 H 0.7250 2.4270 -1.5274  0.2521
14 H -0.5857 -3.2507 -2.1557  0.3720
15 H 2.4195 2.1666 0.2164  0.4013
16 H 1.1897 -2.7546 -0.5835  0.3392
17 H 3.9060 -1.1645 -0.1067  0.2599
18 H 2.7397 -1.6473 1.1361  0.3456
19 H 3.6603 -0.1577 1.3742  0.3745
20 C -2.7021 0.6678 2.5365  -0.0803
21 C -2.4228 2.1556 2.7178  -1.2991
22 C -1.5527 -0.1768 3.0853  -0.9028
23 H -2.7265 0.6225 1.4396  0.1817
24 H -3.6398 0.3266 2.9649  0.3145
25 H -1.3699 2.4640 2.7307  0.3319
26 H -2.9706 2.9116 2.1609  0.3443
27 H -0.8183 -0.3499 2.2936  0.0858
28 H -1.9297 -1.1950 3.2315  0.3221
29 H -2.5467 2.4137 3.7962  0.3563
30 H -1.0678 0.2024 3.9801  0.3458

***

No. 4
A molecular structure, C15H18CuN2O3 in a non-equilibrium geometry, computed with ωB97M-V/def2-TZVPD.

**Total charge**: 0
**HOMO (spin up / spin down)**: -6.622 / -6.559 eV
**Spin multiplicity**: 2
**Molar mass**: 337.866 g mol⁻¹
**LUMO level (spin up / spin down)**: 0.062 / -0.516 eV

Last column: Löwdin spin population.
Element x y z (Å)
1 Cu 13.4131 9.1947 4.7095  0.6788
2 C 17.6896 9.5617 5.1495  0.0051
3 C 16.1733 9.8490 5.1908  0.0026
4 O 15.3463 8.9310 4.9108  0.0654
5 C 15.7635 11.1842 5.4856  0.0002
6 C 14.4525 11.7573 5.4511  0.0054
7 C 14.2972 13.2549 5.3496  0.0050
8 N 13.3897 10.9039 5.5259  0.1067
9 N 12.2026 11.4643 5.7227  0.0178
10 C 11.2042 10.5244 5.5815  0.0097
11 O 11.4742 9.4284 4.9930  0.0724
12 C 9.8090 10.8309 5.7660  0.0030
13 C 9.4937 12.0560 6.4198  0.0010
14 C 8.2128 12.4657 6.3242  0.0002
15 C 7.2319 11.7604 5.6172  -0.0001
16 C 7.5713 10.6365 4.8535  0.0000
17 C 8.8487 10.1100 5.0325  0.0003
18 H 18.0307 9.5561 4.1047  0.0001
19 H 18.0310 8.6142 5.5827  -0.0001
20 H 18.2322 10.3784 5.6055  0.0003
21 H 16.6135 11.8328 5.5865  -0.0002
22 H 14.7120 13.5634 4.3563  0.0005
23 H 14.9077 13.6821 6.1650  -0.0003
24 H 13.2327 13.4842 5.4695  0.0005
25 H 10.3748 12.6813 6.7823  0.0002
26 H 7.9657 13.3649 6.8749  0.0001
27 H 6.2160 12.1530 5.6006  0.0000
28 H 6.8875 10.1830 4.1852  0.0000
29 H 9.2086 9.2562 4.4397  0.0001
30 C 13.5489 5.5167 4.8828  0.0005
31 C 12.5585 6.4334 4.1192  0.0110
32 C 11.1020 6.0330 3.9869  0.0023
33 O 12.9314 7.5502 3.6472  0.0102
34 H 12.9804 4.8880 5.5737  0.0001
35 H 14.3270 6.1436 5.3034  -0.0001
36 H 13.9657 4.8197 4.0716  0.0006
37 H 10.8200 5.6005 3.0137  0.0003
38 H 10.4716 6.9135 4.2133  0.0001
39 H 10.8563 5.3172 4.7535  0.0004

***

No. 5
C20H23NO4S in the gas phase, computed with ωB97M-V/def2-TZVPD.

**Total charge**: 0
**HOMO**: -8.727 eV
**Energy relative to the best compared isomer or geometry (same formula, charge and spin)**: 19.9 kcal/mol
**Molar mass**: 373.474 g mol⁻¹
**LUMO level**: 0.591 eV

Last column: Mulliken charge in e.
Element x y z (Å)
1 C 1.0655 -5.8607 0.9941  -0.8465
2 H 1.9380 -5.7071 1.6372  0.3323
3 O 1.0135 -4.9078 -0.0416  -0.4552
4 C 0.8768 -3.5976 0.2865  0.8874
5 C 0.8136 -3.1003 1.5831  -0.6555
6 C 0.6548 -1.7406 1.7944  -0.6315
7 C 0.5544 -0.8545 0.7344  0.2992
8 C 0.6445 -1.3559 -0.5619  0.0706
9 C 0.8012 -2.7048 -0.7865  -0.9042
10 H 0.8656 -3.1010 -1.7873  0.4375
11 H 0.5801 -0.6753 -1.3981  0.3355
12 C 0.3387 0.6235 0.9508  -1.3068
13 N -0.8695 1.1039 0.3056  0.2942
14 C -0.8648 1.8711 -0.8199  0.2869
15 O -1.8837 2.0790 -1.4545  -0.6544
16 C 0.4334 2.4887 -1.2253  0.1308
17 C 0.9796 2.1889 -2.4670  -0.4608
18 C 2.1405 2.8113 -2.8862  -0.9305
19 C 2.7681 3.7612 -2.0895  0.9386
20 C 2.2020 4.0753 -0.8592  -0.7362
21 C 1.0491 3.4478 -0.4271  0.0462
22 H 0.6155 3.7084 0.5279  0.4624
23 H 2.6695 4.8217 -0.2332  0.3791
24 C 4.0080 4.4564 -2.5604  -1.4400
25 H 4.6246 4.7650 -1.7195  0.3695
26 H 3.7388 5.3490 -3.1260  0.2800
27 H 4.5924 3.8105 -3.2114  0.3737
28 H 2.5617 2.5622 -3.8494  0.3693
29 H 0.4887 1.4667 -3.1025  0.4928
30 C -2.1740 0.5941 0.7134  -0.7587
31 C -2.2850 0.2027 2.1710  -0.4401
32 H -2.4171 1.0397 2.8478  0.3796
33 H -1.4878 -0.4543 2.4987  0.1078
34 S -3.8001 -0.8280 2.1984  1.1898
35 O -3.4810 -2.1001 2.7882  -0.6685
36 O -4.8961 -0.0969 2.7704  -0.6955
37 C -4.0004 -1.0007 0.3926  -1.0270
38 C -2.6264 -0.6280 -0.1111  -0.2740
39 H -1.9341 -1.4563 0.0464  0.0598
40 H -2.6362 -0.3660 -1.1693  0.4568
41 H -4.2912 -2.0205 0.1679  0.5038
42 H -4.7692 -0.2991 0.0840  0.4400
43 H -2.8839 1.4057 0.5028  0.5951
44 H 1.1806 1.1718 0.5215  0.6350
45 H 0.2974 0.8512 2.0205  0.3209
46 H 0.6190 -1.3749 2.8113  0.4233
47 H 0.8796 -3.7558 2.4361  0.4033
48 H 0.1557 -5.8423 1.6019  0.3435
49 H 1.1495 -6.8271 0.4999  0.2405

***

Q: Among the records above, which one has the highest molar mass?
A: C20H23NO4S

***

What did the third record say?
2 unconnected molecules or ions with the total composition C12H17N in a non-equilibrium geometry, computed with ωB97M-V/def2-TZVPD.

**Total charge**: 0
**HOMO**: -7.895 eV
**Energy relative to the best compared isomer or geometry (same formula, charge and spin)**: 24.3 kcal/mol
**Molar mass**: 175.275 g mol⁻¹
**LUMO level**: 0.885 eV

Last column: Mulliken charge in e.
Element x y z (Å)
1 C 3.1903 -0.7925 0.6211  -1.2868
2 C 0.2901 0.3857 -1.4240  -0.0853
3 C 0.9893 -0.6717 -0.7641  0.9086
4 C 2.0610 -0.0306 0.0108  0.3685
5 C 1.9453 1.2966 -0.2131  -0.7359
6 C -0.8212 0.1985 -2.2368  -0.7512
7 C -1.0585 -1.1358 -2.5914  -0.4113
8 C -0.4190 -2.1931 -1.9965  -0.6571
9 C 0.6090 -1.9736 -1.0625  -0.3328
10 N 0.8265 1.5782 -0.9986  -0.0850
11 H -1.5187 1.0014 -2.4158  0.3746
12 H -1.9087 -1.3404 -3.2352  0.3489
13 H 0.7250 2.4270 -1.5274  0.2521
14 H -0.5857 -3.2507 -2.1557  0.3720
15 H 2.4195 2.1666 0.2164  0.4013
16 H 1.1897 -2.7546 -0.5835  0.3392
17 H 3.9060 -1.1645 -0.1067  0.2599
18 H 2.7397 -1.6473 1.1361  0.3456
19 H 3.6603 -0.1577 1.3742  0.3745
20 C -2.7021 0.6678 2.5365  -0.0803
21 C -2.4228 2.1556 2.7178  -1.2991
22 C -1.5527 -0.1768 3.0853  -0.9028
23 H -2.7265 0.6225 1.4396  0.1817
24 H -3.6398 0.3266 2.9649  0.3145
25 H -1.3699 2.4640 2.7307  0.3319
26 H -2.9706 2.9116 2.1609  0.3443
27 H -0.8183 -0.3499 2.2936  0.0858
28 H -1.9297 -1.1950 3.2315  0.3221
29 H -2.5467 2.4137 3.7962  0.3563
30 H -1.0678 0.2024 3.9801  0.3458

***

Q: What is the formula in the fifth record?
A: C20H23NO4S